The following is a DFT calculation (ωB97M-V/def2-TZVPD) of a single C4H6N2O molecule.

Its HOMO energy is -7.56 eV. The SMILES is Nc1cc[nH]c1O. As for the HOMO-LUMO gap: 8.5 eV. The charge is 0.

Each line ends with the Löwdin charge.
Atoms and positions in Å:
N  -1.8974  0.5321  -0.0355  0.058
C  -0.4841  0.3264  -0.0420  -0.292
C  0.6521  1.1967  0.0365  -0.052
C  1.7689  0.4067  0.0761  -0.137
N  1.3627  -0.9177  0.0195  0.087
C  0.0078  -0.9516  -0.0553  -0.358
O  -0.6770  -2.1113  -0.1159  0.079
H  -2.2014  1.1898  -0.7460  0.076
H  -2.2070  0.8876  0.8637  0.079
H  0.6436  2.2794  0.0554  0.096
H  2.8173  0.6596  0.1405  0.102
H  1.9562  -1.7299  0.0525  0.156
H  -1.6042  -1.8203  -0.1882  0.106



The following is a DFT calculation (ωB97M-V/def2-TZVPD) of a single C4H6N2O molecule in a non-equilibrium geometry.

Its HOMO energy is -8.54 eV. The SMILES is O=C1NC=CCN1. As for the HOMO-LUMO gap: 9.3 eV. The charge is 0.

Each line ends with the Löwdin charge.
Atoms and positions in Å:
O  2.6847  -0.0165  0.1076  0.087
C  1.5099  0.0550  -0.0526  -0.581
N  0.8001  1.2599  -0.2279  0.067
C  -0.6147  1.3071  -0.0099  -0.107
C  -1.3653  0.1945  0.0732  -0.106
C  -0.6995  -1.0799  -0.0398  -0.261
N  0.6978  -1.0379  -0.0646  0.070
H  1.3166  2.0670  0.2769  0.177
H  -0.9386  2.3812  0.0028  0.126
H  -2.4363  0.2680  0.2013  0.104
H  -1.0079  -1.6872  0.8677  0.129
H  -1.0807  -1.7813  -0.8847  0.145
H  1.1338  -1.9301  -0.2501  0.152



The following is a DFT calculation (ωB97M-V/def2-TZVPD) of a single C4H6N2O molecule.

Its HOMO energy is -8.04 eV. The SMILES is Cc1ncc(O)[nH]1. As for the HOMO-LUMO gap: 8.7 eV. The charge is 0.

Each line ends with the Löwdin charge.
Atoms and positions in Å:
C  2.1763  -0.1717  0.1338  -0.027
C  0.7176  -0.0941  -0.1732  -0.412
N  0.1482  -0.4641  -1.2884  0.085
C  -1.2078  -0.2559  -1.1197  -0.105
C  -1.4407  0.2355  0.1308  -0.377
O  -2.5473  0.5781  0.8341  0.071
N  -0.2167  0.3496  0.7336  0.157
H  2.6530  -0.7598  -0.6527  0.079
H  2.3576  -0.6660  1.0951  0.075
H  2.6530  0.8148  0.1635  0.075
H  -1.9246  -0.4793  -1.8988  0.100
H  -3.3116  0.2016  0.3811  0.115
H  -0.0571  0.7113  1.6608  0.164



The following is a DFT calculation (ωB97M-V/def2-TZVPD) of a single C4H6N2O molecule in a non-equilibrium geometry.

Its HOMO energy is -8.16 eV. The SMILES is Cc1cc(N)on1. As for the HOMO-LUMO gap: 9.0 eV. The charge is 0.

Each line ends with the Löwdin charge.
Atoms and positions in Å:
C  -2.1307  0.0030  0.0986  -0.043
C  -0.7526  0.1264  -0.4189  -0.404
C  0.2862  0.9012  0.2746  0.013
C  1.2781  0.0540  0.0020  -0.236
N  2.3390  -0.5547  0.5734  0.146
O  0.9235  -0.6551  -1.4656  -0.086
N  -0.4223  -0.5228  -1.4875  0.023
H  -2.5859  -0.8982  -0.3182  0.082
H  -2.1660  -0.0599  1.1930  0.085
H  -2.6659  0.8862  -0.2295  0.077
H  0.1580  1.8875  0.7448  0.125
H  2.9728  -0.0001  1.1346  0.115
H  2.7658  -1.1675  -0.1014  0.103



The following is a DFT calculation (ωB97M-V/def2-TZVPD) of a single C4H6N2O molecule in a non-equilibrium geometry.

Its HOMO energy is -9.12 eV. The SMILES is [H]/N=N/[C@@]1(C=C)CO1. As for the HOMO-LUMO gap: 10.1 eV. The charge is 0.

Each line ends with the Löwdin charge.
Atoms and positions in Å:
H  -1.2399  -0.6761  -3.2361  0.089
N  -1.1763  -0.1999  -2.2872  0.052
N  -0.2031  -0.6773  -1.7330  -0.002
C  0.0134  -0.0738  -0.2697  -0.393
C  0.6367  -0.8936  0.9001  -0.075
C  0.2014  -0.6644  2.1258  0.024
C  0.1861  1.4172  -0.3696  -0.079
O  -1.0720  0.8159  -0.0118  -0.064
H  1.4778  -1.4026  0.5503  0.081
H  0.7334  -1.2630  2.8944  0.072
H  -0.5565  -0.0065  2.4659  0.059
H  0.6853  1.9094  0.4457  0.107
H  0.3138  1.7148  -1.4747  0.129



The following is a DFT calculation (ωB97M-V/def2-TZVPD) of a single C4H6N2O molecule.

Its HOMO energy is -9.22 eV. The SMILES is Cc1cc(N)on1. As for the HOMO-LUMO gap: 10.1 eV. The charge is 0.

Each line ends with the Löwdin charge.
Atoms and positions in Å:
C  1.5842  -0.3028  1.6625  -0.034
C  0.7468  0.0250  0.4659  -0.355
C  -0.3538  -0.6850  -0.0970  0.027
C  -0.8356  0.1660  -1.0348  -0.399
N  -1.9886  0.1030  -1.8129  0.119
O  -0.0618  1.2634  -1.1008  0.003
N  0.9384  1.1655  -0.1502  0.098
H  2.2406  0.5430  1.8832  0.079
H  0.9394  -0.4726  2.5319  0.081
H  2.1951  -1.1983  1.5181  0.079
H  -0.7028  -1.6895  0.0718  0.113
H  -1.9096  0.6583  -2.6560  0.092
H  -2.7924  0.4241  -1.2818  0.098



The following is a DFT calculation (ωB97M-V/def2-TZVPD) of a single C4H6N2O molecule in a non-equilibrium geometry.

Its HOMO energy is -7.96 eV. The SMILES is ON1C=CCN=C1. As for the HOMO-LUMO gap: 8.6 eV. The charge is 0.

Each line ends with the Löwdin charge.
Atoms and positions in Å:
O  -2.0754  -1.1255  1.0709  0.013
N  -0.9401  -0.4510  0.5340  -0.157
C  0.2079  -1.1724  0.2244  -0.091
C  1.1398  -0.5240  -0.5536  -0.095
C  1.1538  0.9794  -0.8191  -0.262
N  -0.1622  1.6572  -0.7220  0.041
C  -0.9156  0.9688  0.1393  -0.107
H  -2.0999  -1.1300  2.0308  0.101
H  0.0696  -2.1698  0.5653  0.104
H  1.9414  -1.1069  -1.1781  0.126
H  1.4965  1.1948  -1.8687  0.109
H  1.8807  1.3227  -0.0693  0.102
H  -1.6964  1.5567  0.6461  0.115



The following is a DFT calculation (ωB97M-V/def2-TZVPD) of a single C4H6N2O molecule in a non-equilibrium geometry.

Its HOMO energy is -8.06 eV. As for the HOMO-LUMO gap: 8.4 eV. The charge is 0.

Each line ends with the Löwdin charge.
Atoms and positions in Å:
C  1.0782  -0.3535  -1.0274  -0.029
C  0.8892  0.2274  0.3358  -0.389
C  -0.7922  -0.2520  1.0713  -0.296
O  0.3146  -1.0019  1.3250  -0.047
N  1.6640  1.0878  0.8119  0.157
N  -2.5522  -0.0566  -0.7663  0.171
C  -1.6897  -0.1167  0.0683  -0.132
H  1.5696  1.3305  1.7918  0.076
H  -2.6778  0.6969  -1.4431  0.089
H  -1.2561  -0.0016  2.0347  0.140
H  1.3504  0.4204  -1.7466  0.091
H  1.8706  -1.1002  -1.0036  0.096
H  0.2315  -0.8806  -1.4519  0.073



The following is a DFT calculation (ωB97M-V/def2-TZVPD) of a single C4H6N2O molecule.

Its HOMO energy is -9.79 eV. The SMILES is O=C1NC[C@H]2CN12. As for the HOMO-LUMO gap: 10.7 eV. The charge is 0.

Each line ends with the Löwdin charge.
Atoms and positions in Å:
O  1.3754  2.1846  0.6422  0.081
C  0.8440  1.1814  0.2340  -0.518
N  1.4024  -0.0710  0.1747  0.084
C  0.5030  -1.1153  -0.2576  -0.135
C  -0.7181  -0.2928  -0.6606  -0.237
C  -1.5024  0.3816  0.3929  -0.067
N  -0.4711  1.1129  -0.3522  0.047
H  2.3656  -0.2198  0.4280  0.147
H  0.2937  -1.8293  0.5505  0.117
H  0.8894  -1.6717  -1.1171  0.115
H  -1.1381  -0.4747  -1.6446  0.136
H  -2.5232  0.6882  0.1734  0.107
H  -1.3206  0.1260  1.4363  0.123



The following is a DFT calculation (ωB97M-V/def2-TZVPD) of 2 unconnected molecules or ions with the total composition C4H6N2O.

Its HOMO energy is -9.13 eV. The SMILES is [H]/N=C1\C=CNC1=O.[H][H]. As for the HOMO-LUMO gap: 8.8 eV. The charge is 0.

Each line ends with the Löwdin charge.
Atoms and positions in Å:
H  -1.5520  2.0278  1.9720  0.064
N  -1.6785  1.1192  1.5183  0.184
C  -0.6231  0.7931  0.8916  -0.296
C  0.6851  1.4325  0.6975  -0.038
C  1.4177  0.6100  -0.0728  -0.083
N  0.7217  -0.5458  -0.4220  0.089
C  -0.5562  -0.5294  0.1170  -0.404
O  -1.4050  -1.3774  -0.0154  0.071
H  1.0004  2.3857  1.0992  0.103
H  2.4330  0.7437  -0.4268  0.124
H  1.0639  -1.2882  -1.0103  0.136
H  -0.9023  -2.5438  -2.0424  0.013
H  -0.5987  -2.8133  -2.6683  0.037



The following is a DFT calculation (ωB97M-V/def2-TZVPD) of 2 unconnected molecules or ions with the total composition C4H6N2O.

Its HOMO energy is -9.13 eV. The SMILES is [H]/N=C1\C=CNC1=O.[H][H]. As for the HOMO-LUMO gap: 8.8 eV. The charge is 0.

Each line ends with the Löwdin charge.
Atoms and positions in Å:
H  -1.7324  1.9498  1.6095  0.064
N  -1.7200  0.9628  1.3399  0.184
C  -0.5930  0.6621  0.8371  -0.295
C  0.6379  1.4191  0.5721  -0.038
C  1.4990  0.5775  -0.0251  -0.084
N  0.9623  -0.6982  -0.1891  0.092
C  -0.3222  -0.7607  0.3321  -0.419
O  -1.0400  -1.7293  0.3611  0.066
H  0.8174  2.4581  0.8123  0.103
H  2.5069  0.7770  -0.3692  0.124
H  1.4282  -1.4872  -0.6068  0.152
H  -1.2172  -1.9293  -2.6833  0.036
H  -1.2269  -2.2016  -1.9904  0.016



The following is a DFT calculation (ωB97M-V/def2-TZVPD) of 2 unconnected molecules or ions with the total composition C4H6N2O.

Its HOMO energy is -9.34 eV. The SMILES is c1cn[nH]c1.C=O. As for the HOMO-LUMO gap: 10.2 eV. The charge is 0.

Each line ends with the Löwdin charge.
Atoms and positions in Å:
C  0.4663  0.3371  0.7318  -0.114
C  0.5143  1.5603  0.0290  -0.188
N  1.4195  1.5402  -0.9402  0.014
N  1.9532  0.3140  -0.8635  -0.049
C  1.4152  -0.4463  0.1169  -0.110
H  -0.1667  0.0555  1.5605  0.090
H  -0.0748  2.4548  0.1885  0.096
H  2.6817  0.0605  -1.5111  0.147
H  1.7347  -1.4631  0.2963  0.116
C  -2.4911  -1.0969  0.0954  -0.139
O  -1.6960  -1.9748  0.3185  -0.014
H  -3.5695  -1.3071  -0.0467  0.081
H  -2.1868  -0.0343  0.0247  0.070



The following is a DFT calculation (ωB97M-V/def2-TZVPD) of a molecular structure, C4H6N2O in a non-equilibrium geometry.

Its HOMO energy (spin up / spin down) is -21.19 / -21.19 eV. As for the HOMO-LUMO gap (spin up / spin down): 7.9 / 7.9 eV. The charge is +2.

Each line ends with the Löwdin charge.
Atoms and positions in Å:
C  0.6094  -1.6222  0.1413  0.120
C  1.6712  -0.8251  -0.1887  0.052
C  -0.4829  0.3459  -0.0702  0.089
C  -1.3913  1.3834  0.1452  0.084
N  -0.5728  -0.9478  0.1089  0.179
N  1.3682  0.4910  -0.3594  0.036
O  2.0069  1.4463  -0.6432  0.338
H  0.6787  -2.7618  0.2120  0.221
H  2.5790  -1.3481  -0.2036  0.160
H  -2.4072  1.0671  0.3761  0.153
H  -1.3161  2.0701  -0.6320  0.125
H  -1.1791  2.0285  1.0122  0.182
H  -1.5640  -1.3274  0.1014  0.260



The following is a DFT calculation (ωB97M-V/def2-TZVPD) of a single C4H6N2O2 molecule in a non-equilibrium geometry.

Its HOMO energy is -9.89 eV. The SMILES is O[C@@H]1C=NN=COC1. As for the HOMO-LUMO gap: 10.2 eV. The charge is 0.

Each line ends with the Löwdin charge.
Atoms and positions in Å:
O  0.4690  1.8808  0.9606  -0.032
C  1.0272  0.6530  0.3461  -0.388
C  0.6577  0.4273  -1.1484  -0.054
N  -0.5957  0.1282  -1.6360  0.050
N  -1.5858  -0.0507  -0.5917  0.035
C  -1.2643  -0.9313  0.2840  -0.246
O  -0.0813  -1.5533  0.4206  -0.067
C  0.9664  -0.6594  0.8521  -0.199
H  -0.5092  1.7024  0.7347  0.114
H  2.2183  0.7493  0.1213  0.188
H  1.4166  0.3104  -1.9834  0.125
H  -1.9672  -1.1623  1.0375  0.118
H  1.9217  -1.2891  0.6234  0.174
H  0.7668  -0.4106  2.0076  0.181



The following is a DFT calculation (ωB97M-V/def2-TZVPD) of a single C4H6N2O2 molecule in a non-equilibrium geometry.

Its HOMO energy is -8.70 eV. The SMILES is O[C@H]1[C@H]2N=CNO[C@H]12. As for the HOMO-LUMO gap: 9.5 eV. The charge is 0.

Each line ends with the Löwdin charge.
Atoms and positions in Å:
O  -0.4611  2.3815  -1.0255  -0.037
C  0.0540  1.6577  0.0361  -0.286
C  -0.5893  0.3898  0.4885  -0.230
N  -1.2839  -0.7629  -0.0362  0.070
C  -0.4723  -1.7248  0.1168  -0.201
N  0.9262  -1.6281  0.4666  0.021
O  1.5915  -0.4032  0.4753  -0.042
C  0.7361  0.4296  -0.1931  -0.275
H  -1.5073  2.1475  -1.2795  0.216
H  0.2422  2.1796  0.9366  0.143
H  -0.4826  0.2613  1.5471  0.144
H  -0.7999  -2.6999  -0.3057  0.132
H  1.5497  -2.3501  0.0751  0.145
H  0.4968  0.1220  -1.3022  0.201



The following is a DFT calculation (ωB97M-V/def2-TZVPD) of a single C4H6N2O2 molecule in a non-equilibrium geometry.

Its HOMO energy is -9.82 eV. The SMILES is OC[C@@H]1C=NN=CO1. As for the HOMO-LUMO gap: 10.2 eV. The charge is 0.

Each line ends with the Löwdin charge.
Atoms and positions in Å:
O  -2.5274  -0.3495  -0.1727  -0.083
C  -1.5547  0.6219  -0.5450  -0.211
C  -0.4323  0.4841  0.5266  -0.293
C  0.7973  1.2189  0.3260  -0.152
N  1.8934  0.8475  -0.1779  0.055
N  1.9259  -0.5240  -0.5089  0.038
C  1.0172  -1.2522  -0.0495  -0.212
O  -0.1468  -0.9537  0.6482  -0.047
H  -1.9832  -1.2344  -0.2775  0.147
H  -1.9786  1.6813  -0.4046  0.151
H  -1.0524  0.5183  -1.5402  0.136
H  -0.9781  0.7656  1.4869  0.173
H  0.5647  2.3525  0.3920  0.153
H  1.1205  -2.3587  -0.2016  0.144



The following is a DFT calculation (ωB97M-V/def2-TZVPD) of a single C4H6N2O2 molecule in a non-equilibrium geometry.

Its HOMO energy is -9.82 eV. The SMILES is [H]/N=C1\N[C@]1(C)OC=O. As for the HOMO-LUMO gap: 10.7 eV. The charge is 0.

Each line ends with the Löwdin charge.
Atoms and positions in Å:
H  1.4783  -0.3085  -2.9408  0.059
N  0.6853  -0.0326  -2.3662  0.170
C  0.7966  -0.2439  -1.1521  -0.371
N  1.5043  -0.7899  -0.1155  0.191
C  0.2380  -0.1428  0.1931  -0.414
C  0.1818  1.1725  0.9286  0.018
O  -0.7144  -1.1086  0.6307  0.058
C  -2.0028  -0.8620  0.4455  -0.350
O  -2.5001  0.1219  -0.0089  0.095
H  2.4071  -0.5532  0.2585  0.129
H  -0.7752  1.6528  0.7365  0.082
H  0.2901  1.0062  2.0000  0.092
H  0.9781  1.8259  0.5801  0.091
H  -2.5672  -1.7378  0.8104  0.150



The following is a DFT calculation (ωB97M-V/def2-TZVPD) of a molecular structure, C4H6N2O2 in a non-equilibrium geometry.

Its HOMO energy is -9.68 eV. As for the HOMO-LUMO gap: 8.7 eV. The charge is 0.

Each line ends with the Löwdin charge.
Atoms and positions in Å:
C  0.7622  1.5995  0.0416  -0.059
C  -0.2299  0.4896  -0.0206  -0.586
C  1.6927  -1.2318  -0.0769  -0.232
C  -2.2580  -0.4132  -0.2699  -0.239
H  2.2582  1.4185  -0.1100  0.213
H  -0.0375  2.4823  -0.7336  0.154
H  0.3417  2.1526  1.7934  0.214
H  -0.4572  -1.5959  0.6571  0.166
H  1.7022  -2.3113  -0.2358  0.124
H  -3.3657  -0.4435  -1.0844  0.200
N  0.2236  -0.7583  0.1535  0.053
N  -1.5359  0.7717  -0.1237  0.057
O  2.6890  -0.6388  -0.2188  0.052
O  -1.7854  -1.5213  0.2281  -0.117



The following is a DFT calculation (ωB97M-V/def2-TZVPD) of a molecular structure, C4H6N2O2 in a non-equilibrium geometry.

Its HOMO energy (spin up / spin down) is -9.72 / -9.72 eV. As for the HOMO-LUMO gap (spin up / spin down): 8.5 / 8.5 eV. The charge is 0.

Each line ends with the Löwdin charge.
Atoms and positions in Å:
C  0.0809  0.0466  0.4531  -0.114
C  1.5108  0.1750  0.3507  -0.122
C  -0.2068  -0.1222  -0.9374  -0.121
C  1.3165  -0.1134  -1.1272  -0.152
N  -0.9335  -0.0222  1.7112  0.167
N  -2.2202  -0.0954  1.3054  -0.542
O  -2.9324  -0.7016  2.0772  0.047
O  -2.6359  0.5642  0.3592  0.016
H  1.7097  1.2338  0.6716  0.147
H  2.3881  -0.4021  0.9295  0.181
H  -0.7608  -0.9196  -1.4928  0.159
H  -0.6961  0.8326  -1.1320  0.135
H  1.7946  0.5870  -1.8113  0.121
H  1.5852  -1.0625  -1.3573  0.076